Formula: C3H6N2S2
Source: the Open Molecules 2025 dataset
Level of theory: ωB97M-V/def2-TZVPD

Element x y z (Å)
S (-1.652, 0.613, 0.629)
S (0.740, -1.228, 0.547)
N (0.271, 0.937, -1.015)
N (1.351, 1.018, -1.858)
C (-0.081, 0.088, -0.021)
C (2.327, 0.200, -1.823)
C (-1.973, -0.591, 1.929)
H (-1.204, -0.544, 2.681)
H (-2.941, -0.309, 2.341)
H (3.115, 0.402, -2.543)
H (2.415, -0.657, -1.163)
H (-2.011, -1.598, 1.496)
H (-0.357, 1.670, -1.200)

Atomic forces in eV per Å
S 0.04 -0.04 0.05
S -0.17 0.29 -0.13
N 0.78 -1.02 0.26
N 0.24 -0.04 0.03
C 0.09 -0.32 0.19
C -0.19 -0.05 0.06
C -0.07 -0.23 -0.58
H 0.19 0.01 0.25
H 0.02 -0.02 0.00
H -0.10 0.03 0.02
H -0.06 0.17 -0.03
H -0.04 0.29 0.18
H -0.73 0.93 -0.30

Values from the calculation:
- SMILES string: C=NNC(=S)SC
- E: -27857.53845 eV
- HOMO-LUMO gap: 8.9 eV
- Energy above the lowest of the compared OMol25 structures with the same formula, charge and spin: 150.4 kJ/mol

Results of the Mulliken charge analysis, in e, for atoms 1 through 6: S -0.093; S -0.398; N 0.255; N -0.923; C 0.596; C -0.203